# C24H35ClN3OP2Pr

A structure of composition C24H35ClN3OP2Pr (wB97M-V/def2-TZVPD, the OMol25 dataset).

Each line ends with the Mulliken spin population.
Cartesian coordinates (Å):
Pr 1.0689 -1.0166 0.3908  2.057
Cl 1.8526 -2.5732 1.8258  -0.028
P 1.0551 0.4498 -1.6540  -0.022
C 0.9715 2.1574 -1.3452  -0.002
C 0.2602 2.9874 -2.2074  -0.002
C 0.2745 4.3735 -2.0029  0.001
C 0.9972 4.9224 -0.9443  -0.001
C 1.6944 4.0870 -0.0708  0.002
C 1.6710 2.7037 -0.2663  -0.001
C 2.7787 0.0503 -2.1333  0.000
C 3.1656 -1.2860 -2.2661  -0.003
C 4.4670 -1.5978 -2.6744  0.001
C 5.3700 -0.5768 -2.9510  -0.001
C 4.9785 0.7569 -2.8224  0.001
C 3.6858 1.0764 -2.4136  0.001
C 0.0434 -0.1455 -2.9502  -0.002
C -0.8914 -1.1656 -2.7709  -0.001
C -1.6559 -1.6121 -3.8553  0.002
C -1.4705 -1.0449 -5.1149  0.000
C -0.5111 -0.0466 -5.2983  0.000
C 0.2554 0.3979 -4.2113  0.000
H 2.4515 -2.0902 -2.0562  0.000
H 4.7639 -2.6408 -2.7687  0.000
H 6.3839 -0.8179 -3.2685  0.000
H 5.6850 1.5563 -3.0428  0.000
H 3.3862 2.1147 -2.3042  0.000
H -0.3177 2.5717 -3.0225  0.000
H -0.2887 5.0196 -2.6727  0.000
H 1.0072 5.9996 -0.7921  0.000
H 2.2473 4.5053 0.7666  0.000
H 2.1941 2.0405 0.4272  0.000
H -1.0074 -1.6220 -1.7839  0.002
H -2.3853 -2.4062 -3.7109  0.000
H -2.0618 -1.3908 -5.9603  0.000
H -0.3488 0.3803 -6.2852  0.000
H 1.0206 1.1516 -4.3700  0.000
H -4.6394 5.2125 -3.0293  0.000
H -4.9534 4.6410 -3.3997  0.000
C 0.7775 0.6087 3.2282  0.002
N -0.3229 -0.2068 3.8231  0.001
C 0.1948 -1.0815 4.8949  0.000
P -1.3464 -1.0453 2.5883  -0.005
O -0.9417 -0.4276 1.2303  0.000
N -1.0854 -2.8161 2.3483  0.000
C -1.8050 -3.2908 1.1445  0.002
C -1.3884 -3.7177 3.4834  0.000
N -3.0549 -0.5616 2.7956  0.000
C -3.7279 -1.2865 3.9009  0.000
C -3.1302 0.9004 3.0580  0.000
H 1.5150 -0.0503 2.7139  -0.001
H 1.3063 1.1713 4.0144  0.000
H 0.3575 1.3312 2.5193  0.000
H -0.6554 -1.5026 5.4527  0.000
H 0.8346 -1.8780 4.4635  0.000
H 0.7944 -0.5053 5.6178  0.000
H -1.4649 -2.7263 0.2599  -0.001
H -1.5942 -4.3576 0.9519  0.000
H -2.8979 -3.1472 1.2746  0.000
H -1.0255 -4.7320 3.2664  0.000
H -0.8782 -3.3983 4.3995  0.000
H -2.4758 -3.7924 3.6694  0.000
H -3.0791 -1.2974 4.8046  0.000
H -4.6918 -0.8254 4.1587  0.000
H -3.9622 -2.3043 3.5709  0.000
H -2.6240 1.1385 4.0164  0.000
H -2.6469 1.4480 2.2392  0.000
H -4.1797 1.2296 3.1204  0.000

Total charge ... +2
E_tot ... -77128.0643 eV
Expectation value of S² ... 2.009
Spin multiplicity ... 3
M ... 619.9 Da

---

# C35H46BCl5N9NdO

A structure of composition C35H46BCl5N9NdO (wB97M-V/def2-TZVPD, the OMol25 dataset).

Each line ends with the Mulliken spin population.
Cartesian coordinates (Å):
Nd -1.8349 -0.0719 0.3827  3.036
C -1.1033 4.4038 0.6135  0.000
C -1.4199 3.6595 -0.7240  0.003
C -1.6641 4.6553 -1.8873  0.000
C -0.3108 2.8057 -1.1261  -0.009
C 0.8562 3.1821 -1.7975  -0.001
C 1.7097 2.0686 -1.8100  0.000
C 3.1528 2.1299 -2.2984  0.000
C 3.9022 3.1428 -1.4059  0.000
C 3.1692 2.5137 -3.7952  0.000
N 1.0176 1.0396 -1.2571  -0.003
N -0.2584 1.4652 -0.8671  0.006
B 1.5328 -0.4384 -0.8596  -0.010
N 0.5625 -1.4371 -1.6320  -0.004
N -0.7483 -1.6818 -1.1687  0.002
C -1.2848 -2.6329 -1.9739  -0.003
C -0.3006 -3.1195 -2.8779  0.000
C 0.8278 -2.2837 -2.6692  0.000
C 2.0258 -2.4732 -3.5659  0.000
C 2.6022 -3.8877 -3.3323  0.000
C 3.1398 -1.4544 -3.6035  0.000
C -2.6472 -3.2236 -1.8854  -0.002
C -3.4784 -2.7023 -3.0951  0.000
C -3.3666 -3.0156 -0.5514  0.001
N 1.6321 -0.6349 0.7053  -0.003
N 0.4870 -0.4932 1.4878  0.006
C 0.8265 -0.6982 2.7722  -0.004
C 2.2176 -1.0458 2.8182  0.000
C 2.6876 -1.0006 1.5102  0.001
C 4.1372 -1.1420 1.2014  0.000
C 4.4142 -2.3181 0.2911  0.000
C 4.7852 0.1193 0.6804  0.000
C -0.0356 -0.4779 3.9327  0.000
C 0.5386 -1.3138 5.1144  0.000
C -0.2258 0.9687 4.3009  0.001
H -1.9590 5.0187 0.9288  0.000
H -0.1947 5.0290 0.4515  0.000
H -0.9553 3.6556 1.4301  0.000
H -2.3593 3.0629 -0.5874  0.001
H -0.8389 5.3783 -1.9305  0.000
H -2.6307 5.2040 -1.7760  0.000
H -1.7391 4.0840 -2.8435  0.000
H 1.0064 4.1841 -2.2213  0.000
H 3.6402 1.1299 -2.1954  0.000
H 3.4899 4.1468 -1.6220  0.000
H 4.9855 3.1929 -1.6356  0.000
H 3.7949 2.8764 -0.3512  0.000
H 2.7839 3.5419 -3.9340  0.000
H 2.5879 1.8434 -4.4472  0.000
H 4.1926 2.5489 -4.1894  0.000
H 2.6498 -0.5668 -1.2940  0.000
H -0.3879 -3.8959 -3.6232  0.000
H 1.4979 -2.4484 -4.5651  0.000
H 3.1814 -3.8376 -2.3778  0.000
H 3.2612 -4.1547 -4.1563  0.000
H 1.8131 -4.6512 -3.2096  0.000
H 3.7615 -1.4030 -2.6929  0.000
H 2.7774 -0.4241 -3.7757  0.000
H 3.8431 -1.6877 -4.4393  0.000
H -2.4476 -4.3145 -2.0271  0.000
H -3.7614 -1.6550 -2.9910  0.000
H -4.3867 -3.3083 -3.2078  0.000
H -2.8294 -2.7601 -3.9941  0.000
H -3.6389 -1.9456 -0.4678  0.002
H -2.6923 -3.3600 0.2430  0.000
H -4.3097 -3.5631 -0.5195  0.000
H 2.7802 -1.3823 3.6827  0.000
H 4.5523 -1.3352 2.2034  0.000
H 3.8727 -2.2382 -0.6720  0.000
H 4.0727 -3.2429 0.7642  0.000
H 5.4971 -2.3868 0.1047  0.000
H 4.3972 0.3326 -0.3335  0.000
H 5.8775 -0.0138 0.5155  0.000
H 4.5856 0.9345 1.3649  0.000
H -1.0293 -0.9115 3.7024  0.000
H 1.5286 -0.9492 5.4439  0.000
H 0.5545 -2.4025 4.8541  0.000
H -0.1723 -1.2353 5.9604  0.000
H 0.6695 1.3801 4.7729  0.000
H -1.0859 1.0636 4.9713  0.000
H -0.4952 1.5671 3.4315  -0.001
Cl -5.7722 0.3234 6.9836  0.000
C -4.9785 -0.1248 5.5294  -0.001
C -4.6535 0.9037 4.5730  0.000
Cl -5.0600 2.5350 4.8557  0.000
C -3.9976 0.4893 3.3931  -0.001
Cl -3.4500 1.7169 2.2202  -0.002
C -3.6849 -0.8928 3.0712  -0.002
O -3.0580 -1.2280 2.0031  -0.010
C -4.1286 -1.8784 4.0124  -0.001
Cl -3.8647 -3.5591 3.5844  0.000
C -4.7291 -1.5003 5.2352  0.000
Cl -5.1696 -2.6921 6.4113  0.000
N -3.6691 0.5388 -0.8141  -0.005
C -4.5904 1.2048 -1.1984  0.002
N -5.5392 1.8949 -1.6639  0.001
C -5.5022 3.2026 -1.3953  0.000
N -5.4394 4.3578 -1.1736  0.000

Total charge ... 0
E_tot ... -131070.7521 eV
Expectation value of S² ... 3.753
Spin multiplicity ... 4
M ... 941.1 Da

---

# C4HNO

An isolated molecule of C4HNO (wB97M-V/def2-TZVPD, the OMol25 dataset).

Each line ends with the Mulliken charge.
Cartesian coordinates (Å):
O 0.5002 0.2937 -1.4856  -0.306
C 0.2972 0.4446 -0.2656  0.322
C -0.9428 -0.0947 0.3093  -0.405
C -1.8962 -0.6585 0.7990  0.274
C 1.7803 0.5872 -0.3302  0.117
N 2.9471 0.5785 -0.3186  -0.396
H -2.7220 -1.1558 1.2850  0.394

Total charge ... 0
E_tot ... -7695.5394 eV
M ... 79.1 Da

---

# C32H64BCl2N3O15P2S6

A cluster of 5 separate species, C32H64BCl2N3O15P2S6 in total (wB97M-V/def2-TZVPD, the OMol25 dataset).

Each line ends with the Mulliken charge.
Cartesian coordinates (Å):
C -3.3221 3.9023 -0.8300  -0.964
C -2.1000 3.5234 0.1572  -0.243
B -1.6250 1.9837 -0.1504  0.308
O -2.3354 1.1615 -1.1269  -0.633
C -0.3043 1.4177 0.6661  0.296
C -0.4341 0.7663 2.1226  -0.352
C -1.8930 0.7302 2.7607  -1.028
C -2.8784 -0.3836 2.1020  -0.305
C -2.1150 -1.4683 1.1835  -0.007
S -3.4724 -2.5938 0.4988  -0.245
C 0.8660 0.2385 2.7662  0.493
C 0.7857 -0.4748 4.2213  -0.509
Cl 1.7515 0.4724 5.5057  -0.099
C 1.2668 -2.0383 4.1616  0.294
C 0.6123 -2.9382 5.3226  -1.146
Cl 1.1037 -2.7911 2.4985  -0.180
C 2.3021 0.3473 2.0906  0.156
N 3.4049 -0.1613 2.8573  0.221
C 4.6289 0.0402 2.1515  -0.245
P 6.2174 -0.5329 3.0502  0.472
O 7.1421 0.8220 3.5720  -0.521
O 7.1769 -1.5698 2.0958  -0.533
S 5.6995 -1.5126 4.6642  -0.349
C 4.7522 0.6724 0.7339  0.047
C 6.2411 0.8063 0.1138  -0.485
C 6.3190 1.9535 -1.0413  -0.366
N 5.9833 3.2593 -0.3687  -0.656
N 3.6494 1.1354 -0.0455  0.031
C 2.4158 0.9791 0.6798  -0.055
C 1.0954 1.4993 -0.0463  0.068
P 1.0635 2.2512 -1.7854  0.220
C 0.7094 0.9550 -3.1173  -0.960
C 2.6033 3.2810 -2.1550  -0.751
H -2.9841 3.7441 -1.9204  0.214
H -3.5727 5.0084 -0.6786  0.350
H -4.2405 3.2808 -0.5471  0.229
H -2.3943 3.5962 1.2610  0.265
H -1.2127 4.2332 -0.0681  0.257
H -3.2719 1.0153 -0.8290  0.124
H -2.4421 1.7431 2.6269  0.158
H -1.9095 0.5348 3.8972  0.276
H -3.5867 0.1905 1.3828  -0.061
H -3.5528 -0.8515 2.8983  0.540
H -1.4416 -2.1434 1.8136  0.106
H -1.5911 -1.0191 0.2723  0.057
H -4.0178 -3.2537 1.6170  0.133
H -0.2859 -0.5100 4.6304  0.284
H 2.4022 -1.9987 4.3944  0.155
H 1.2961 -3.8646 5.4560  0.356
H -0.4320 -3.3374 5.0242  0.285
H 0.6212 -2.3971 6.3301  0.286
H 6.7447 1.1509 4.4214  0.349
H 7.9906 -1.0952 1.7932  0.374
H 6.9433 1.1902 0.9530  0.323
H 6.6758 -0.1954 -0.2310  0.284
H 5.6355 1.7008 -1.9280  -0.004
H 7.4267 2.0524 -1.3658  0.509
H 6.4558 3.9944 -0.9366  0.276
H 4.9773 3.4669 -0.4577  0.191
H 0.8064 -0.0811 -2.6121  0.218
H -0.4128 1.0512 -3.3925  0.319
H 1.3443 1.0487 -4.0660  0.360
H 3.5775 2.6584 -2.2527  0.053
H 2.4381 3.7861 -3.1872  0.409
H 2.7500 4.1662 -1.4209  0.280
C -9.6416 0.5934 -2.8396  -0.933
C -9.1155 -0.1230 -1.6091  -0.369
O -8.0958 -1.0665 -1.9422  -0.304
S -6.6341 -0.5062 -2.3536  1.232
C -5.7755 -2.0536 -2.3295  -0.873
O -6.1336 0.3211 -1.2863  -0.654
O -6.6820 -0.0426 -3.7166  -0.658
H -8.8685 1.2158 -3.2951  0.266
H -10.4825 1.2412 -2.5825  0.410
H -9.9634 -0.1273 -3.5961  0.228
H -8.7504 0.5883 -0.8624  0.317
H -9.9320 -0.6840 -1.1476  0.293
H -5.7589 -2.4379 -1.3107  0.220
H -4.7585 -1.8707 -2.6782  0.392
H -6.2778 -2.7479 -3.0032  0.332
C 4.4404 2.0346 11.7156  -0.990
C 5.1560 1.4321 10.5202  -0.370
O 4.3497 1.4802 9.3420  -0.203
S 4.1396 2.9097 8.6119  1.175
C 3.3806 2.3040 7.1306  -1.108
O 5.4284 3.4595 8.2834  -0.643
O 3.1555 3.6639 9.3439  -0.607
H 4.2703 3.1041 11.5762  0.308
H 5.0297 1.9065 12.6264  0.382
H 3.4620 1.5674 11.8539  0.261
H 6.1184 1.9222 10.3461  0.323
H 5.3631 0.3783 10.7233  0.261
H 4.1008 1.7003 6.5795  0.393
H 3.0825 3.1684 6.5364  0.500
H 2.5025 1.7193 7.3987  0.414
C 4.6534 -2.1429 -2.1216  -0.577
C 5.3822 -2.7398 -3.3127  -0.461
O 4.5795 -2.7072 -4.4952  -0.264
S 4.3529 -1.2836 -5.2300  1.116
C 3.6081 -1.9029 -6.7130  -1.040
O 5.6346 -0.7168 -5.5557  -0.663
O 3.3556 -0.5416 -4.5041  -0.416
H 4.4688 -1.0759 -2.2651  0.027
H 5.2409 -2.2597 -1.2079  0.362
H 3.6810 -2.6231 -1.9852  0.271
H 6.3384 -2.2369 -3.4847  0.312
H 5.6032 -3.7899 -3.1051  0.281
H 4.3388 -2.4976 -7.2597  0.358
H 3.3008 -1.0437 -7.3100  0.371
H 2.7360 -2.4999 -6.4475  0.313
C -6.5421 -4.7855 -7.9098  -0.981
C -6.5025 -3.4736 -8.6724  -0.340
O -7.2238 -2.4450 -7.9927  -0.268
S -6.5678 -1.7967 -6.6612  1.225
C -7.6976 -0.4450 -6.4852  -0.773
O -5.2669 -1.2765 -6.9884  -0.676
O -6.7704 -2.7000 -5.5569  -0.590
H -6.0164 -4.7040 -6.9562  0.298
H -6.0678 -5.5839 -8.4849  0.385
H -7.5737 -5.0697 -7.6865  0.253
H -5.4728 -3.1574 -8.8636  0.320
H -6.9828 -3.6124 -9.6444  0.268
H -7.5825 0.2303 -7.3324  0.380
H -7.4512 0.0700 -5.5586  0.284
H -8.7128 -0.8382 -6.4318  0.304

Total charge ... 0
E_tot ... -178708.5163 eV
M ... 1066.9 Da
SMILES ... CCB(O)c1c(CCCS)c([C@H](Cl)[C@@H](C)Cl)c2nc(P(O)(O)=S)c(CCN)nc2c1P(C)C.CCOS(C)(=O)=O.CCOS(C)(=O)=O.CCOS(C)(=O)=O.CCOS(C)(=O)=O

---

# CF3I

A cluster of 2 separate species, CF3I in total (wB97M-V/def2-TZVPD, the OMol25 dataset).

Each line ends with the Mulliken charge.
Cartesian coordinates (Å):
C -0.6792 0.7582 -0.0459  0.398
F -1.5316 0.4115 -1.0138  -0.143
F 0.1439 -0.2202 0.2970  -0.125
F -0.0700 1.9533 -0.2185  -0.148
I 2.1370 -2.9029 0.9812  0.018

Total charge ... 0
E_tot ... -17287.3661 eV
M ... 195.9 Da

---

Question: Which of these has the lowest E_tot?
Answer: C32H64BCl2N3O15P2S6

---

Question: The lowest M belongs to which entry?
Answer: C4HNO

---

Question: Which of these has the highest M?
Answer: C32H64BCl2N3O15P2S6